1.
Density functional theory data (wB97M-V/def2-TZVPD) for a structure of composition C20H43OP3ReS in a non-equilibrium geometry.

```
69
Properties=species:S:1:pos:R:3:forces:R:3:lowdin_charge:R:1
Re -0.128 0.861 0.216 0.3 -3.5 -1.0 0.719
P 1.753 1.894 0.917 2.7 2.1 1.1 0.690
P -1.517 0.846 2.058 -0.2 -0.4 1.5 0.705
P -1.111 2.534 -0.846 -2.0 4.6 -2.0 0.636
H -0.045 -0.516 -3.194 0.3 0.6 0.7 0.095
C 0.768 0.152 -2.836 -3.6 1.0 -1.7 0.038
C 1.606 -0.008 -1.838 0.8 0.4 2.1 -0.147
H 2.629 0.214 -2.070 0.8 0.8 0.9 0.101
C 2.998 0.832 1.740 -0.3 -0.3 -0.1 -0.188
C 1.457 3.164 2.186 -0.3 -0.2 -0.1 -0.191
C 2.835 2.790 -0.262 -0.5 -0.2 -0.3 -0.192
C -2.697 -0.511 1.677 0.1 0.2 -0.3 -0.182
C -0.697 0.323 3.594 0.1 -0.1 -0.1 -0.185
C -2.430 2.315 2.518 -0.1 0.0 -0.1 -0.203
C -0.669 3.082 -2.542 0.6 -0.6 -0.3 -0.220
C -1.099 4.238 -0.108 -0.1 -0.1 0.4 -0.192
C -2.857 2.078 -1.031 -0.4 0.0 0.1 -0.222
H 0.774 1.169 -3.261 0.6 -0.7 -1.1 0.088
H 1.217 0.301 -0.687 2.5 -1.5 -0.8 -0.039
H 3.159 -0.085 1.157 0.2 0.3 0.2 0.059
H 2.643 0.561 2.741 0.2 0.1 -0.2 0.050
H 3.931 1.405 1.816 -0.2 -0.1 0.0 0.089
H 1.063 2.691 3.091 0.1 0.2 -0.1 0.048
H 0.758 3.921 1.818 0.2 -0.1 0.2 0.037
H 2.432 3.619 2.402 -0.2 0.0 0.1 0.088
H 3.324 2.084 -0.942 0.0 0.2 0.1 0.052
H 3.599 3.329 0.312 -0.2 -0.2 -0.1 0.084
H 2.268 3.515 -0.857 0.1 -0.1 0.1 0.055
H -3.440 -0.549 2.484 0.0 -0.1 -0.2 0.091
H -2.178 -1.479 1.601 -0.1 0.4 0.2 0.050
H -3.203 -0.327 0.720 -0.1 0.0 0.3 0.044
H -1.340 0.649 4.417 0.2 -0.2 0.1 0.085
H 0.298 0.772 3.699 -0.3 -0.1 0.0 0.044
H -0.607 -0.768 3.583 0.0 0.2 0.2 0.055
H -2.955 2.079 3.438 -0.3 0.1 0.1 0.084
H -3.128 2.589 1.734 -0.2 0.1 0.2 0.041
H -1.750 3.143 2.702 0.1 0.0 0.1 0.061
H -0.997 4.100 -2.799 -0.1 -0.4 0.4 0.088
H -1.087 2.403 -3.288 0.1 0.0 0.0 0.063
H 0.422 3.067 -2.615 0.0 0.2 -0.2 0.039
H -1.553 4.955 -0.804 -0.1 -0.4 0.1 0.082
H -0.080 4.601 0.060 -0.1 -0.2 -0.1 0.049
H -1.648 4.276 0.837 0.1 0.0 -0.2 0.040
H -3.305 2.544 -1.910 0.1 0.1 0.0 0.084
H -3.451 2.358 -0.166 0.0 0.0 0.0 0.044
H -2.937 1.001 -1.153 -0.1 -0.2 -0.2 0.034
C 0.535 -3.507 -2.887 1.2 0.1 1.7 -0.391
C -0.826 -3.126 -2.784 -0.9 -0.1 0.0 -0.068
C -1.833 -3.983 -3.298 0.8 1.5 0.8 0.046
C -1.486 -5.322 -3.593 0.9 -1.6 -0.2 0.075
C -0.141 -5.760 -3.530 1.0 0.3 0.2 0.031
C 0.869 -4.840 -3.206 -0.5 -2.1 -0.9 -0.051
S 2.078 -2.781 -2.103 -2.1 -1.0 -1.7 1.012
H 1.235 -2.404 -1.182 -0.2 0.9 0.9 -0.167
H -1.142 -2.263 -2.172 0.3 -0.1 -1.0 0.104
H -2.885 -3.666 -3.398 0.7 -0.1 0.3 0.152
H -2.239 -6.115 -3.735 0.1 0.7 -0.2 0.162
H 0.110 -6.829 -3.664 -0.2 0.8 0.0 0.156
H 1.918 -5.123 -3.004 -0.8 -0.3 -0.7 0.123
C 1.761 -2.370 2.880 -0.2 0.6 -0.2 0.032
C 0.964 -2.009 1.652 0.3 1.0 -0.5 -0.350
C 0.434 -3.196 0.876 -0.3 0.3 0.3 -0.009
O 0.814 -0.806 1.233 -0.4 -3.3 1.1 -0.261
H 2.586 -3.033 2.561 0.0 0.4 0.1 0.135
H 1.173 -3.044 3.519 -0.1 0.3 -0.1 0.126
H 2.106 -1.495 3.460 -0.1 -0.6 -0.4 0.099
H -0.355 -2.899 0.173 0.1 -0.1 0.1 0.076
H 1.252 -3.688 0.322 -0.2 0.2 0.4 0.090
H 0.049 -3.953 1.574 0.0 0.2 -0.2 0.126
```
Positions in Å, forces in eV/Å.

The frontier orbital gap (alpha / beta) is 7.011 / 5.374 eV. The energy relative to the best compared isomer or geometry (same formula, charge and spin) comes out at 1.928 eV. The HOMO energy (alpha / beta) is -0.755 / -0.758 hartree. Its spin multiplicity is 4. Its expectation value of S² is 3.94. Its net charge is +4. As for the electronic energy: -2361.8426 Eh. For the lowest unoccupied orbital energy (alpha / beta), the calculation gives -13.5 / -15.2 eV.

2.
Density functional theory data (wB97M-V/def2-TZVPD) for a structure of composition C42H45N6O2P2S3V.

```
101
Properties=species:S:1:pos:R:3:forces:R:3:lowdin_charge:R:1
V -1.056 1.232 -0.953 -0.1 0.0 -0.3 0.485
S 0.248 -1.911 -2.712 -0.1 -0.1 0.0 0.259
P 0.833 -1.439 -0.847 0.0 0.1 0.0 0.413
C 0.961 0.217 -0.445 0.1 0.1 -0.2 -0.604
P 2.435 0.988 -0.158 0.0 -0.1 0.1 0.412
S 2.388 2.966 0.260 0.0 0.0 0.0 0.290
C 3.364 0.305 1.294 0.1 0.0 0.0 -0.320
C 4.337 -0.683 1.189 0.0 0.1 0.0 -0.099
C 4.964 -1.184 2.326 0.0 0.0 0.0 -0.090
C 4.619 -0.717 3.582 0.0 0.0 0.0 -0.099
C 3.656 0.281 3.699 0.0 0.0 0.0 -0.101
C 3.049 0.791 2.565 0.0 0.0 0.0 -0.148
C 3.706 0.828 -1.485 0.0 0.0 0.0 -0.342
C 3.358 0.314 -2.726 0.0 0.0 0.0 -0.130
C 4.288 0.264 -3.759 0.0 0.0 0.0 -0.085
C 5.579 0.722 -3.553 0.0 0.0 0.0 -0.102
C 5.937 1.237 -2.309 0.0 0.0 0.0 -0.091
C 5.005 1.296 -1.287 0.0 0.0 0.0 -0.107
C -0.271 -2.227 0.396 0.1 -0.1 -0.1 -0.354
C -1.084 -3.311 0.085 0.0 0.0 0.0 -0.099
C -1.768 -3.983 1.089 0.0 0.0 0.0 -0.081
C -1.633 -3.590 2.416 0.0 0.0 0.0 -0.105
C -0.836 -2.500 2.732 0.0 0.0 0.0 -0.098
C -0.172 -1.815 1.722 0.1 -0.1 0.0 -0.132
C 2.355 -2.475 -0.586 -0.1 -0.1 0.1 -0.309
C 2.648 -3.099 0.626 0.0 0.0 -0.1 -0.087
C 3.790 -3.875 0.772 0.0 0.0 0.0 -0.108
C 4.678 -4.017 -0.282 0.0 0.0 0.0 -0.104
C 4.399 -3.401 -1.495 0.0 0.0 0.0 -0.085
C 3.238 -2.659 -1.648 0.0 0.0 -0.1 -0.129
H 4.616 -1.072 0.216 0.0 0.0 0.0 0.098
H 5.716 -1.956 2.219 0.0 0.0 0.0 0.100
H 5.106 -1.112 4.465 0.0 0.0 0.0 0.093
H 3.408 0.684 4.675 0.0 0.0 0.0 0.095
H 2.365 1.631 2.640 0.0 0.0 0.0 0.048
H 2.355 -0.075 -2.881 0.0 0.0 0.0 0.045
H 4.000 -0.144 -4.721 0.0 0.0 0.0 0.102
H 6.308 0.681 -4.353 0.0 0.0 0.0 0.092
H 6.945 1.597 -2.142 0.0 0.0 0.0 0.095
H 5.278 1.718 -0.327 0.0 0.0 0.0 0.102
H -1.181 -3.608 -0.952 0.0 0.0 0.0 0.075
H -2.412 -4.816 0.837 0.0 0.0 0.0 0.101
H -2.167 -4.120 3.196 0.0 0.0 0.0 0.100
H -0.738 -2.177 3.763 0.0 0.0 0.0 0.100
H 0.464 -0.966 1.947 0.0 0.0 0.0 0.084
H 1.986 -2.987 1.472 0.0 0.0 0.0 0.099
H 3.991 -4.355 1.723 0.0 0.0 0.0 0.102
H 5.574 -4.615 -0.166 0.0 0.0 0.0 0.094
H 5.077 -3.515 -2.333 0.0 0.0 0.0 0.099
H 2.993 -2.231 -2.611 0.0 -0.1 0.1 0.055
C -2.768 3.878 -1.412 0.0 0.0 0.0 -0.182
C -1.424 4.213 -0.726 0.0 0.0 0.0 -0.193
N -0.369 3.329 -1.203 0.1 0.0 0.0 -0.162
C 0.061 3.602 -2.583 0.0 0.0 0.0 -0.178
C 0.435 2.308 -3.297 0.0 0.0 0.0 -0.174
N -0.558 1.251 -3.093 0.0 0.1 0.0 -0.159
C -1.769 1.316 -3.903 0.0 0.0 0.0 -0.216
C -2.769 2.361 -3.390 0.0 0.0 0.0 -0.186
N -2.786 2.500 -1.918 0.0 -0.1 0.1 -0.128
H -3.578 4.025 -0.695 0.0 0.0 0.0 0.112
H -2.956 4.576 -2.233 0.0 0.0 0.0 0.104
H -1.183 5.273 -0.885 0.0 0.0 0.0 0.118
H -1.509 4.063 0.350 0.0 0.0 0.0 0.102
H 0.462 3.383 -0.597 0.0 0.0 0.0 -0.056
H -0.739 4.124 -3.110 0.0 0.0 0.0 0.101
H 0.932 4.267 -2.586 0.0 0.0 0.0 0.121
H 0.601 2.511 -4.365 0.0 0.0 0.0 0.124
H 1.370 1.948 -2.874 0.0 0.0 0.0 0.085
H -0.127 0.327 -3.208 0.0 0.0 0.0 -0.016
H -1.543 1.541 -4.956 0.0 0.0 0.0 0.118
H -2.224 0.326 -3.861 0.0 0.0 0.0 0.073
H -2.532 3.336 -3.817 0.0 0.0 0.0 0.097
H -3.763 2.094 -3.760 0.0 0.0 0.0 0.118
H -3.556 1.955 -1.550 0.0 0.0 0.0 0.058
N -0.014 1.487 4.365 0.0 0.0 0.0 0.144
C -1.003 1.579 3.413 0.0 0.0 0.1 -0.356
C -0.678 1.483 2.051 0.1 0.0 -0.1 -0.073
N -1.612 1.536 1.120 -0.1 0.1 0.1 -0.001
C -2.882 1.730 1.522 0.0 0.0 0.1 -0.145
C -3.179 1.860 2.859 0.1 0.0 0.0 -0.114
N -2.250 1.780 3.817 0.0 0.0 0.0 0.130
H 0.834 1.011 4.095 0.0 0.0 0.0 0.063
H -0.344 1.296 5.296 0.0 0.0 0.0 0.094
H 0.338 1.325 1.704 -0.1 0.0 0.0 0.050
H -3.653 1.714 0.763 0.0 0.0 0.0 0.103
H -4.202 2.002 3.183 0.0 0.0 0.0 0.110
O -8.003 -2.705 2.561 0.0 0.0 0.0 0.088
C -6.793 -2.200 2.935 0.0 0.0 0.0 -0.491
O -6.541 -2.121 4.109 0.0 0.0 0.0 0.093
C -5.875 -1.795 1.846 0.0 0.0 0.0 -0.162
C -4.539 -1.548 2.164 0.0 0.0 0.0 -0.013
C -3.632 -1.173 1.196 0.0 -0.1 0.0 -0.128
C -4.017 -1.005 -0.144 0.0 0.0 0.1 -0.664
S -2.897 -0.557 -1.390 0.0 -0.1 -0.1 0.665
C -5.366 -1.257 -0.457 0.0 0.0 0.0 -0.121
C -6.268 -1.643 0.512 0.0 0.0 0.0 -0.052
H -8.023 -2.802 1.602 0.0 0.0 0.1 0.077
H -4.223 -1.673 3.193 0.0 0.0 0.0 0.121
H -2.591 -1.023 1.457 -0.1 0.0 0.0 0.079
H -5.689 -1.135 -1.483 0.0 0.0 0.0 0.091
H -7.301 -1.789 0.206 0.0 0.0 0.0 0.102
```
Positions in Å, forces in eV/Å.

The frontier orbital gap (alpha / beta) is 5.849 / 6.359 eV. The energy relative to the best compared isomer or geometry (same formula, charge and spin) comes out at 0.000 eV. The HOMO energy (alpha / beta) is -0.139 / -0.158 hartree. Its spin multiplicity is 4. Its expectation value of S² is 3.76. Its net charge is -1. As for the electronic energy: -4927.9952 Eh. For the lowest unoccupied orbital energy (alpha / beta), the calculation gives 2.1 / 2.1 eV.

3.
Density functional theory data (wB97M-V/def2-TZVPD) for an isolated molecule of C5H6N2 in a non-equilibrium geometry.

```
13
Properties=species:S:1:pos:R:3:forces:R:3:lowdin_charge:R:1
C -1.498 0.090 -2.445 -3.1 -9.6 -7.3 -0.131
C -0.619 0.400 -1.312 -1.5 -1.7 -2.5 -0.128
C 0.063 -0.572 -0.739 -0.3 0.8 3.5 -0.087
C -0.068 0.070 1.748 2.2 -1.5 0.6 -0.153
C 1.470 0.378 1.219 -3.5 -3.0 1.1 0.000
H -0.994 1.255 -0.970 -0.6 3.6 2.6 0.042
H 0.238 -1.420 -1.288 0.6 -2.0 -1.1 0.091
H -0.323 -0.847 2.628 0.7 3.9 -2.0 0.189
H -0.644 0.955 1.496 -0.8 -0.4 0.6 0.075
H 1.646 1.143 0.494 -0.6 0.6 -0.2 0.067
H 2.372 0.093 1.750 -0.5 -0.7 0.0 0.067
N -2.038 -0.797 -3.265 4.5 8.6 7.1 0.091
N 0.396 -0.748 0.682 2.8 1.4 -2.3 -0.123
```
Positions in Å, forces in eV/Å.

The frontier orbital gap is 9.469 eV. The energy relative to the best compared isomer or geometry (same formula, charge and spin) comes out at 6.303 eV. The HOMO energy is -0.348 hartree. Its SMILES is N#C/C=C/N1CC1. As for the electronic energy: -303.4044 Eh. For the lowest unoccupied orbital energy, the calculation gives 0.0 eV.